No. 1
DFT (wB97M-V/def2-TZVPD) results for 2 unconnected molecules or ions with the total composition C5H12 at a distorted geometry.

HOMO   -10.27 eV
Lowest unoccupied orbital energy   1.2 eV
Maximum force   0.0206 hartree/bohr
ΔE to the lowest compared entry with this formula, charge and spin   153.4 kJ/mol
Calculated total energy   -197.65073 a.u.
Orbital gap   11.4 eV

CARTESIAN COORDINATES (ANGSTROEM)
C  -2.05  1.03  -1.78
C  -1.08  1.84  -2.14
H  -2.80  1.23  -1.03
H  -2.27  0.09  -2.28
H  -0.90  2.83  -1.76
H  -0.32  1.54  -2.86
C  1.44  -2.05  0.86
C  1.22  -0.52  0.81
C  0.26  -0.06  1.92
H  0.79  -2.52  1.59
H  1.30  -2.54  -0.09
H  2.44  -2.29  1.22
H  2.17  -0.01  0.90
H  0.80  -0.36  -0.18
H  0.34  -0.76  2.75
H  -0.78  -0.09  1.57
H  0.49  0.93  2.31

***

No. 2
DFT (wB97M-V/def2-TZVPD) results for a molecular structure, C5H12AlN6O9 at a distorted geometry.

HOMO   -3.58 eV
Lowest unoccupied orbital energy   -0.8 eV
Maximum force   0.0436 hartree/bohr
Net charge   -1
ΔE to the lowest compared entry with this formula, charge and spin   0.0 kJ/mol
Calculated total energy   -1445.88628 a.u.
Orbital gap   2.7 eV

CARTESIAN COORDINATES (ANGSTROEM)
Al  -0.17  -1.11  -0.40
C  1.61  -3.02  1.52
O  2.14  -4.03  2.03
O  0.48  -2.59  1.93
O  2.15  -2.39  0.55
C  -0.66  -1.95  -3.63
O  0.20  -2.47  -2.86
O  -0.83  -2.38  -4.80
O  -1.33  -0.97  -3.19
C  2.76  -0.14  -2.61
O  1.77  0.27  -2.04
N  4.05  0.22  -2.28
N  2.71  -0.95  -3.70
H  4.78  -0.45  -2.46
H  4.17  0.93  -1.59
H  3.41  -0.97  -4.42
H  1.81  -1.23  -4.06
C  -1.62  -0.07  3.21
O  -1.47  -0.07  2.02
N  -1.01  -0.95  4.08
N  -2.46  0.81  3.86
H  -0.56  -1.69  3.55
H  -1.34  -1.08  5.01
H  -2.62  0.80  4.85
H  -2.85  1.49  3.22
C  -1.52  2.60  0.11
O  -0.77  1.72  -0.21
N  -1.40  3.36  1.23
N  -2.73  2.79  -0.55
H  -1.94  4.18  1.40
H  -0.70  3.13  1.92
H  -2.72  2.67  -1.54
H  -3.33  3.50  -0.16

***

No. 3
DFT (wB97M-V/def2-TZVPD) results for a molecular structure, C5H12AlNO6P at a distorted geometry.

HOMO (spin up / spin down)   -9.80 / -9.83 eV
Lowest unoccupied orbital energy (spin up / spin down)   -1.8 / -2.4 eV
Maximum force   0.0826 hartree/bohr
2S+1   2
ΔE to the lowest compared entry with this formula, charge and spin   0.0 kJ/mol
Calculated total energy   -1287.52525 a.u.
Orbital gap (spin up / spin down)   8.0 / 7.4 eV

CARTESIAN COORDINATES (ANGSTROEM)
Al  -2.04  -11.24  5.58
P  -3.62  -8.68  3.77
O  -3.06  -7.31  4.11
O  -4.42  -9.66  4.73
O  -2.19  -9.22  3.58
O  -3.85  -8.35  2.27
C  -4.45  -9.76  9.09
C  -4.44  -11.28  8.85
O  -3.30  -11.82  8.24
H  -5.43  -9.52  9.51
H  -4.36  -9.13  8.20
H  -3.62  -9.49  9.74
H  -5.33  -11.35  8.22
H  -4.51  -11.65  9.87
C  -2.06  -13.64  2.28
O  -1.64  -12.98  3.18
N  -2.72  -13.09  1.29
C  -3.36  -13.89  0.31
C  -3.24  -11.73  1.38
H  -1.67  -14.64  2.06
H  -3.29  -13.36  -0.65
H  -4.39  -14.02  0.64
H  -2.93  -14.89  0.20
H  -2.91  -11.13  2.23
H  -2.99  -11.15  0.50
H  -4.32  -11.72  1.30

***

No. 4
DFT (wB97M-V/def2-TZVPD) results for 2 unconnected molecules or ions with the total composition C5H12BN2O2 at a distorted geometry.

HOMO   -13.73 eV
Lowest unoccupied orbital energy   -4.0 eV
Maximum force   0.1145 hartree/bohr
Net charge   +1
ΔE to the lowest compared entry with this formula, charge and spin   269.1 kJ/mol
Calculated total energy   -482.25405 a.u.
Orbital gap   9.8 eV

CARTESIAN COORDINATES (ANGSTROEM)
B  2.22  -0.14  -0.35
C  -2.16  0.83  0.06
C  -2.15  -0.48  0.29
C  -0.10  0.32  0.84
C  -0.46  2.61  0.53
C  -0.37  -2.06  -0.02
N  -0.96  1.29  0.53
N  -0.85  -0.89  0.74
O  3.06  0.90  -0.06
O  2.45  -1.43  0.10
H  -2.93  1.31  -0.43
H  -2.80  -1.27  -0.05
H  1.14  0.19  -0.98
H  0.62  2.54  0.82
H  -0.49  3.08  -0.42
H  -0.93  3.28  1.26
H  -1.01  -2.85  0.06
H  -0.17  -1.68  -1.12
H  0.68  -2.44  0.19
H  -0.81  -1.09  1.69
H  3.70  1.02  0.59
H  3.04  -1.39  0.80